1.
61
Properties=species:S:1:pos:R:3:forces:R:3:mulliken_spin:R:1 method="wB97M-V/def2-TZVPD" total_charge=+3 de_lowest_kj_mol=84.9 homo_ev="-14.3 / -14.3" s2=6.062 multiplicity=5
Os 0.198 0.386 -0.064 -0.1013 0.0723 -0.0173 1.818
C -0.946 -0.493 4.018 -0.0076 0.0120 -0.0294 0.000
C -0.321 -0.453 2.663 -0.0242 -0.0141 0.0590 -0.020
N -0.558 0.486 1.807 0.0540 -0.0182 -0.0959 0.047
N -1.401 1.530 2.113 0.0329 0.0321 -0.0090 0.019
C -1.450 2.581 1.268 -0.0111 -0.0228 0.0058 0.017
N -2.259 3.581 1.563 0.0144 0.0049 -0.0001 0.016
S -0.470 2.636 -0.148 -0.0330 0.0568 -0.0339 0.057
C 0.637 -1.452 2.160 0.0114 0.0171 -0.0268 0.030
C 1.041 -2.558 2.885 0.0166 -0.0221 -0.0033 -0.007
C 1.968 -3.433 2.332 -0.0168 -0.0021 0.0209 0.026
C 2.473 -3.174 1.071 0.0078 0.0112 -0.0247 -0.006
C 2.026 -2.056 0.391 -0.0103 -0.0350 0.0115 0.048
N 1.130 -1.213 0.911 -0.1037 -0.0315 0.0235 -0.056
H -0.806 0.458 4.538 0.0016 -0.0020 0.0027 -0.002
H -0.517 -1.266 4.645 0.0002 -0.0011 -0.0040 0.000
H -2.018 -0.695 3.938 -0.0010 -0.0061 0.0094 -0.002
H -1.982 1.466 2.937 -0.0156 -0.0068 0.0014 0.000
H -2.837 3.606 2.390 -0.0063 -0.0085 -0.0056 -0.001
H -2.347 4.349 0.914 0.0052 -0.0021 -0.0007 0.002
H 0.638 -2.752 3.867 -0.0055 0.0022 -0.0039 0.000
H 2.284 -4.306 2.886 0.0014 -0.0004 -0.0029 0.000
H 3.193 -3.833 0.606 -0.0021 -0.0022 0.0038 0.000
H 2.375 -1.826 -0.607 -0.0133 0.0033 -0.0046 0.002
N -6.923 -3.552 -3.249 -0.0045 0.0023 0.0037 0.001
C -5.757 -3.047 -2.816 -0.0083 0.0063 -0.0040 0.000
C -5.451 -1.679 -3.012 -0.0124 -0.0044 -0.0049 -0.001
C -4.262 -1.163 -2.576 -0.0068 -0.0089 0.0288 -0.005
C -3.345 -1.999 -1.922 -0.0654 0.0315 -0.0506 0.022
C -3.626 -3.356 -1.721 0.0066 0.0006 -0.0184 -0.003
C -4.819 -3.869 -2.155 0.0056 -0.0113 0.0078 0.003
S -1.837 -1.389 -1.450 0.1385 0.0183 0.1259 -0.012
O -1.951 0.019 -1.035 -0.0448 -0.1328 0.0415 0.053
O -1.161 -2.246 -0.505 -0.0278 -0.0464 -0.0562 0.044
N -0.910 -1.389 -2.833 -0.0316 0.0026 0.0166 0.341
C 0.178 -0.713 -2.953 0.0660 0.0352 -0.0119 -0.063
S 0.993 -0.775 -4.512 -0.0457 -0.0073 -0.0037 0.120
C 2.180 0.268 -3.939 0.0657 0.0212 0.0042 0.222
C 1.953 0.620 -2.621 -0.0431 -0.0078 -0.0148 0.071
N 0.861 0.092 -2.050 0.0071 -0.0419 0.0117 0.174
H -7.592 -2.981 -3.735 0.0003 0.0046 -0.0020 0.000
H -7.147 -4.524 -3.130 0.0044 -0.0029 0.0017 0.000
H -6.168 -1.041 -3.512 0.0015 -0.0009 -0.0015 0.000
H -4.039 -0.116 -2.730 0.0080 -0.0026 0.0010 0.001
H -2.908 -3.992 -1.221 -0.0001 0.0005 -0.0019 -0.001
H -5.047 -4.915 -1.995 0.0015 0.0006 -0.0019 0.000
H 3.004 0.598 -4.552 -0.0053 -0.0097 -0.0072 0.002
H 2.587 1.277 -2.045 -0.0005 0.0146 0.0025 0.028
C 3.371 4.672 0.092 -0.0597 0.0005 -0.0030 -0.004
N 4.421 3.956 0.822 0.0946 0.1388 0.0438 0.088
C 5.599 4.493 1.197 -0.0636 0.0645 -0.0717 0.142
C 6.330 3.506 1.832 0.0752 -0.0770 0.0366 0.155
N 5.568 2.401 1.818 0.0403 0.1193 0.0509 0.064
C 4.370 2.643 1.205 -0.3008 -0.4390 -0.0924 -0.075
S 3.138 1.535 0.989 0.3548 0.3151 0.0453 0.630
H 3.278 5.672 0.507 0.0044 -0.0024 0.0100 0.003
H 2.436 4.132 0.207 0.0054 -0.0014 0.0092 -0.001
H 3.639 4.735 -0.961 0.0214 -0.0146 0.0019 0.001
H 5.854 5.521 0.999 0.0278 -0.0055 0.0181 0.007
H 7.313 3.540 2.272 -0.0002 0.0315 -0.0104 0.006
H 5.816 1.501 2.206 -0.0026 -0.0280 0.0196 -0.005



2.
47
Properties=species:S:1:pos:R:3:forces:R:3:lowdin_charge:R:1 method="wB97M-V/def2-TZVPD" total_charge=+1 de_lowest_kj_mol=163.5 homo_ev=-10.0
C -1.926 -2.961 -3.290 0.3546 -0.5107 -0.5988 -0.044
C -2.205 -1.980 -2.239 0.2565 0.3568 1.6189 -0.336
C -1.816 -1.901 -0.898 -0.2594 -0.1146 -1.0965 -0.044
C -2.446 -0.754 -0.346 -0.6371 0.3635 -0.7947 -0.079
C -3.205 -0.160 -1.356 0.9268 -0.7997 0.6946 -0.338
C -4.066 1.028 -1.368 -0.4112 0.6690 0.0594 -0.045
N -3.017 -0.908 -2.485 -0.1829 0.0865 -0.1136 0.105
H -1.371 -3.805 -2.874 -0.0796 0.0818 -0.1154 0.084
H -2.850 -3.350 -3.745 0.2660 0.0920 0.0974 0.088
H -1.310 -2.507 -4.078 -0.1331 -0.2270 0.0007 0.084
H -1.174 -2.601 -0.378 -0.1298 0.0315 -0.1511 0.099
H -2.399 -0.421 0.679 -0.2103 -0.1136 -0.0617 0.070
H -4.195 1.397 -0.345 -0.0262 0.0238 -0.2022 0.082
H -3.611 1.827 -1.972 -0.2729 -0.0593 0.1185 0.079
H -5.066 0.802 -1.771 0.3014 0.1513 0.1000 0.089
H -3.431 -0.698 -3.389 0.1297 -0.1414 0.4496 0.174
C 2.674 -2.611 5.445 -0.0332 0.0350 0.0547 -0.034
O 1.356 -2.064 5.256 -0.1373 1.0521 -1.1700 -0.046
C 1.120 -1.233 4.213 0.0745 -0.8027 0.2804 -0.213
C -0.232 -0.841 4.034 0.3264 -0.1648 0.1690 0.032
C -0.592 -0.120 2.930 0.1224 0.0003 0.0254 0.010
C 0.371 0.281 1.946 -0.1748 0.0056 0.2230 -0.180
C -0.110 0.948 0.801 0.4051 0.2810 0.5683 0.081
C 0.617 1.394 -0.326 0.3766 0.0597 -1.0805 -0.184
C 0.047 2.419 -1.142 -0.0088 -0.2524 0.2933 0.016
C 0.750 2.962 -2.197 -0.1684 0.0210 0.0645 -0.017
C 2.039 2.507 -2.512 -0.2118 -0.0806 -0.0289 -0.237
C 2.765 3.107 -3.674 0.2571 0.1647 -0.1035 -0.033
C 2.594 1.458 -1.766 -0.1133 -0.1763 0.1082 -0.008
C 1.883 0.875 -0.729 -0.0900 0.2425 0.0643 0.006
C 1.744 -0.004 2.226 -0.1174 -0.3375 0.1150 0.020
C 2.111 -0.792 3.299 -0.0152 -0.0020 0.1839 0.024
H 2.574 -3.214 6.349 0.1895 0.1006 -0.2167 0.104
H 2.962 -3.241 4.594 -0.1203 0.1462 0.1890 0.106
H 3.415 -1.815 5.595 -0.2088 -0.1819 0.0239 0.101
H -0.948 -1.171 4.781 0.0357 0.1005 -0.1725 0.135
H -1.641 0.148 2.796 0.2602 -0.0796 -0.0567 0.126
H -1.158 1.247 0.831 0.2657 -0.0438 -0.0139 0.116
H -0.958 2.777 -0.908 0.3020 -0.0706 -0.0400 0.125
H 0.306 3.749 -2.812 0.0977 -0.2436 0.2564 0.130
H 3.804 2.768 -3.707 -0.1784 0.1078 -0.0354 0.085
H 2.293 2.854 -4.635 0.0266 -0.0394 0.3149 0.102
H 2.748 4.201 -3.598 0.0669 -0.1956 -0.0323 0.096
H 3.587 1.089 -2.037 -0.3982 0.0076 0.0916 0.126
H 2.279 -0.016 -0.245 -0.0904 0.2645 -0.2221 0.112
H 2.528 0.400 1.594 -0.1953 -0.0750 0.2032 0.111
H 3.158 -1.070 3.452 -0.4373 0.2668 -0.0615 0.120



3.
53
Properties=species:S:1:pos:R:3:forces:R:3:lowdin_charge:R:1 method="wB97M-V/def2-TZVPD" total_charge=+2 de_lowest_kj_mol=54.5 homo_ev=-14.3
Au 0.883 -0.153 0.008 0.1209 -0.6486 0.4247 1.003
S 2.102 0.263 4.299 0.0663 0.0166 -0.0629 1.218
C 0.423 0.709 4.250 -0.0210 0.0036 -0.0901 -0.429
C -0.397 1.090 5.308 -0.0037 0.0059 0.0027 -0.054
C -1.704 1.420 5.018 -0.0045 0.0014 0.0157 -0.045
C -2.188 1.375 3.704 0.0039 -0.0056 -0.0084 -0.049
C -1.379 0.996 2.654 0.0211 -0.0023 0.0328 -0.034
C -0.056 0.658 2.937 -0.0552 -0.0400 0.0735 -0.287
N 0.929 0.261 2.038 -0.2117 -0.1392 -0.0217 -0.070
C 2.091 0.039 2.611 -0.0360 0.1403 0.0544 -0.525
C 3.188 -0.324 1.740 0.0012 -0.0783 -0.0866 -0.237
C 4.484 -0.605 2.157 -0.0779 0.0036 0.0326 -0.002
C 5.447 -0.956 1.225 0.0700 -0.0162 0.0171 -0.030
C 5.121 -1.030 -0.117 -0.0046 0.0094 -0.0435 -0.029
C 3.827 -0.749 -0.564 -0.0481 0.0776 0.1452 -0.109
C 2.883 -0.401 0.374 0.1521 0.2421 -0.2779 -0.193
H -0.021 1.133 6.321 0.0034 -0.0045 0.0015 0.125
H -2.365 1.723 5.818 0.0020 0.0001 0.0009 0.122
H -3.217 1.646 3.514 0.0022 0.0071 -0.0075 0.117
H -1.756 0.959 1.642 -0.0035 0.0244 -0.0062 0.089
H 4.736 -0.555 3.209 -0.0125 0.0081 0.0076 0.123
H 6.455 -1.172 1.549 -0.0017 0.0015 -0.0014 0.127
H 5.876 -1.301 -0.843 -0.0110 -0.0092 -0.0073 0.126
H 3.612 -0.795 -1.619 0.0142 0.0004 -0.0387 0.051
C -1.552 -1.214 -3.185 -0.0139 0.0053 0.0009 -0.052
N -1.280 0.219 -3.041 0.0420 0.0274 0.0862 -0.183
C -2.479 1.052 -2.915 -0.0031 0.0102 -0.0519 -0.019
C -0.048 0.697 -2.875 -0.0413 -0.0261 -0.0742 -0.639
S 1.234 -0.381 -2.285 -0.1734 0.0646 0.0870 0.732
N 0.269 1.941 -3.206 0.0144 -0.1076 -0.0242 -0.171
C 1.517 2.571 -2.760 0.0321 0.0256 0.0279 -0.047
C -0.440 2.681 -4.261 -0.0133 0.0080 -0.0032 -0.007
H -2.437 -1.316 -3.810 0.0044 -0.0006 -0.0042 0.106
H -1.742 -1.672 -2.216 -0.0063 0.0023 -0.0197 0.063
H -0.721 -1.714 -3.670 0.0028 -0.0128 0.0136 0.077
H -3.145 0.561 -2.205 -0.0055 -0.0014 -0.0052 0.103
H -3.001 1.152 -3.866 0.0089 0.0120 -0.0022 0.108
H -2.224 2.034 -2.532 0.0072 0.0154 0.0200 0.093
H 1.696 2.372 -1.707 0.0084 -0.0140 -0.0088 0.067
H 1.414 3.644 -2.901 -0.0082 0.0008 0.0154 0.103
H 2.364 2.211 -3.343 -0.0074 0.0244 -0.0113 0.102
H -1.069 2.008 -4.834 -0.0151 -0.0148 -0.0044 0.097
H 0.313 3.101 -4.926 -0.0042 0.0004 0.0025 0.111
H -1.037 3.495 -3.852 -0.0030 -0.0061 0.0079 0.108
C -3.960 -3.289 0.760 -0.0083 0.0040 -0.0027 -0.068
C -2.446 -3.392 0.980 -0.0873 -0.0660 0.0555 -0.187
C -1.753 -2.171 0.595 0.0475 0.0955 -0.0464 -0.144
N -1.221 -1.207 0.271 0.2525 0.3587 -0.2202 0.114
H -4.425 -4.224 1.063 0.0056 -0.0013 0.0019 0.090
H -4.194 -3.117 -0.289 0.0005 -0.0011 -0.0010 0.082
H -4.389 -2.485 1.353 0.0006 -0.0002 0.0019 0.086
H -2.010 -4.205 0.397 -0.0024 0.0003 0.0082 0.134
H -2.209 -3.581 2.029 0.0000 -0.0011 -0.0060 0.133



4.
56
Properties=species:S:1:pos:R:3:forces:R:3:mulliken_spin:R:1 method="wB97M-V/def2-TZVPD" homo_ev="-8.0 / -8.0" s2=12.012 multiplicity=7
Eu 0.155 0.187 -0.553 0.2727 -0.5417 1.7470 6.050
C -1.403 -0.642 2.168 -0.0063 -0.0036 -0.0014 0.007
N -0.036 -1.107 1.868 -0.1506 0.1314 -0.0715 -0.006
C -0.045 -2.586 1.821 -0.0215 0.0311 -0.0312 -0.004
C -0.665 -3.169 0.554 0.0226 0.0198 0.0336 0.009
C 0.353 -3.368 -0.556 -0.0295 0.0474 -0.0267 -0.001
N 1.085 -2.129 -0.847 -0.0759 0.0081 -0.2581 -0.004
C 2.031 -2.247 -1.705 0.2514 0.0987 0.0272 -0.001
C 2.957 -1.229 -2.178 -0.1357 -0.2837 -0.0069 0.002
C 3.816 -1.605 -3.224 -0.0372 -0.0756 -0.0149 0.000
C 4.747 -0.739 -3.744 -0.0178 0.1135 0.0735 0.000
C 4.838 0.545 -3.196 0.0235 -0.0620 -0.0540 0.000
C 4.016 0.937 -2.164 0.0800 0.1015 0.0033 -0.002
C 3.052 0.069 -1.633 -0.0050 0.0938 0.3209 0.004
O 2.269 0.475 -0.650 0.7366 0.0059 -0.3794 -0.014
C 0.900 -0.661 2.931 -0.0150 -0.0263 -0.0545 -0.001
C 1.674 0.623 2.660 -0.0087 -0.0219 -0.0623 0.005
C 0.829 1.883 2.576 -0.0733 -0.0558 -0.0549 -0.001
N 0.207 2.007 1.257 0.1862 -0.1457 0.1171 -0.004
C -0.074 3.185 0.859 -0.1840 0.1298 -0.0958 -0.006
C -0.755 3.528 -0.380 0.2435 0.0314 0.2286 0.005
C -0.660 4.856 -0.828 0.0444 0.0172 0.0581 0.000
C -1.267 5.265 -1.989 -0.0593 -0.0706 -0.0420 0.000
C -2.012 4.325 -2.714 0.0225 0.0730 0.0003 0.000
C -2.144 3.028 -2.279 -0.1718 -0.0304 -0.0665 -0.001
C -1.521 2.587 -1.099 -0.3162 -0.1330 0.2522 -0.006
O -1.665 1.341 -0.676 -0.6219 0.7846 -0.3842 -0.006
H -1.710 -0.941 3.179 0.0063 -0.0153 0.0106 0.000
H -2.111 -1.075 1.462 -0.0156 0.0431 -0.0146 -0.002
H -1.474 0.440 2.077 0.0152 0.0038 0.0319 0.000
H -0.561 -2.964 2.714 -0.0046 -0.0251 0.0121 0.000
H 0.990 -2.925 1.880 0.0170 -0.0025 0.0000 -0.001
H -1.488 -2.546 0.194 0.0081 0.0008 -0.0017 -0.002
H -1.104 -4.141 0.787 -0.0353 0.0051 -0.0058 0.000
H -0.151 -3.714 -1.462 -0.0096 0.0081 -0.0296 0.000
H 1.061 -4.147 -0.256 0.0392 -0.0025 0.0034 0.000
H 2.201 -3.234 -2.149 0.0483 -0.0268 0.0003 0.000
H 3.719 -2.607 -3.630 0.0129 0.0200 0.0048 0.000
H 5.392 -1.041 -4.557 0.0006 -0.0010 -0.0012 0.000
H 5.564 1.246 -3.590 -0.0063 -0.0007 -0.0026 0.000
H 4.075 1.932 -1.742 0.0246 -0.0093 -0.0130 0.000
H 1.628 -1.457 3.079 0.0360 -0.0018 -0.0096 0.000
H 0.343 -0.565 3.873 0.0160 -0.0122 0.0440 -0.001
H 2.252 0.518 1.739 0.0543 0.0051 0.0148 0.000
H 2.397 0.733 3.473 -0.0251 -0.0001 0.0289 0.000
H 1.432 2.768 2.796 0.0495 0.0396 -0.0253 -0.001
H 0.040 1.839 3.336 -0.0172 0.0299 0.0129 0.000
H 0.206 4.032 1.496 0.0243 0.0640 -0.0569 -0.001
H -0.082 5.559 -0.236 -0.0086 -0.0025 -0.0148 0.000
H -1.179 6.287 -2.333 0.0049 -0.0237 0.0031 0.000
H -2.498 4.624 -3.635 0.0032 -0.0045 0.0138 0.000
H -2.726 2.308 -2.841 0.0111 0.0138 0.0144 0.000
Cl 0.283 0.777 -3.122 -0.3606 -0.3727 -0.6842 -0.006
Si -1.385 -0.977 -2.766 0.2891 0.0944 -0.5711 -0.007
Cl -2.907 -0.261 -3.993 -0.0867 0.0272 0.0108 -0.002
Cl -0.470 -2.379 -4.062 -0.0448 -0.0914 -0.0325 -0.001



5.
60
Properties=species:S:1:pos:R:3:forces:R:3:mulliken_spin:R:1 method="wB97M-V/def2-TZVPD" total_charge=-1 de_lowest_kj_mol=0.0 homo_ev="-4.0 / -4.1" s2=0.814 multiplicity=2
Co 0.294 0.167 -0.241 -0.2950 0.1818 -0.4474 0.959
C 4.638 0.869 -0.903 0.0132 0.2250 -0.1060 0.001
O 4.263 2.251 -0.949 0.2344 -0.3001 0.3649 0.000
C 3.187 2.631 -1.696 -0.0472 -0.0300 -0.3245 0.000
C 3.306 3.822 -2.380 -0.0444 0.1010 -0.0706 -0.002
C 2.248 4.332 -3.140 -0.0429 -0.0082 -0.0088 0.004
C 1.058 3.635 -3.177 -0.0037 0.1606 -0.0825 -0.002
C 0.903 2.440 -2.467 -0.4396 0.1253 0.0499 -0.007
C -0.420 1.814 -2.455 0.7579 1.3161 -0.8227 0.008
N -0.711 0.773 -1.816 -0.3901 -1.0065 1.2544 -0.033
N -2.030 0.323 -1.934 0.3360 -0.0707 0.1654 0.004
C -2.276 -0.445 -0.917 -0.7467 -0.0633 -0.1923 0.013
O -1.473 -0.724 0.042 0.2558 0.1825 -0.4624 -0.002
C -3.644 -1.058 -0.856 0.1966 0.2001 0.1831 -0.007
C -3.817 -2.286 -0.232 -0.1506 -0.2432 0.0764 0.001
C -5.087 -2.840 -0.097 0.1224 0.0424 -0.0796 0.000
C -6.199 -2.154 -0.571 0.1042 0.0450 0.0093 0.000
C -6.030 -0.923 -1.195 0.1625 0.0581 -0.0787 0.000
C -4.755 -0.382 -1.343 -0.2833 0.0774 -0.1074 0.002
C 1.973 1.893 -1.724 -0.3262 -0.3114 -0.0383 0.004
O 1.863 0.755 -1.100 0.6502 0.1855 0.4541 -0.008
H 4.534 0.493 0.112 -0.0732 -0.0177 0.0938 0.000
H 5.683 0.805 -1.210 0.0677 0.0357 0.0006 0.000
H 4.026 0.256 -1.551 -0.0685 -0.0210 -0.0995 -0.001
H 4.245 4.362 -2.294 -0.0876 -0.0946 -0.0470 0.000
H 2.366 5.264 -3.684 -0.0183 -0.0743 0.0624 0.001
H 0.218 4.011 -3.758 0.0874 -0.0181 0.1165 0.000
H -1.231 2.309 -2.989 0.1330 -0.0763 -0.2443 -0.001
H -2.940 -2.804 0.142 -0.0864 0.0240 0.0126 0.000
H -5.211 -3.810 0.372 0.0208 0.0579 0.0203 0.000
H -7.191 -2.569 -0.447 0.0182 -0.0158 -0.0205 0.000
H -6.894 -0.382 -1.566 0.0864 -0.0261 0.0391 0.000
H -4.602 0.578 -1.824 -0.0414 -0.1009 0.0567 0.001
C 2.943 1.149 3.011 0.0343 0.0917 0.0265 0.000
C 1.759 0.963 2.112 -0.2932 0.6037 0.2317 0.002
N 1.557 -0.117 1.450 -0.4880 0.1371 -0.4946 -0.009
O 2.584 -1.055 1.541 0.1116 -0.2928 -0.1293 -0.001
C 0.797 2.045 1.958 0.2159 -0.3204 0.0325 0.003
C 0.841 3.304 2.772 0.0180 -0.1358 0.0179 0.003
N -0.092 1.843 0.998 0.3231 0.1991 -0.0596 0.057
O -0.980 2.705 0.765 -0.3093 0.1534 -0.0590 0.007
H 3.490 0.220 3.131 0.0318 0.0005 0.0312 0.000
H 2.616 1.511 3.989 0.0297 0.0126 -0.0985 0.000
H 3.613 1.902 2.581 -0.0858 -0.0661 0.0413 0.000
H 2.294 -1.677 0.860 0.0314 -0.2874 -0.0660 -0.002
H 1.841 3.754 2.771 -0.1052 -0.0469 0.0154 0.001
H 0.543 3.145 3.817 0.0363 0.0287 -0.1071 -0.001
H 0.137 4.004 2.323 0.0159 -0.0014 0.0087 0.001
C -0.270 -5.811 0.851 0.0338 0.2977 -0.1693 0.000
O 0.259 -4.734 0.074 0.0996 -0.1997 0.0694 0.001
C 0.189 -3.448 0.527 -0.3868 -0.2108 -0.1631 -0.005
O 0.829 -2.589 -0.038 0.3105 -0.2041 0.0507 0.010
N -0.604 -3.262 1.602 0.2139 0.0040 -0.0764 0.002
N -0.839 -1.995 2.162 0.1379 -0.3883 0.7548 -0.001
H 0.139 -6.722 0.427 0.0344 -0.0177 -0.0813 0.000
H -1.359 -5.859 0.786 -0.0414 0.0480 -0.0160 0.000
H 0.032 -5.737 1.894 0.0531 0.0349 0.0788 0.000
H -1.294 -3.945 1.833 -0.0652 -0.2492 0.1947 0.000
H 0.057 -1.519 2.183 0.0994 0.0373 0.2024 -0.002
H -1.375 -1.483 1.469 -0.1572 0.2316 0.0371 0.001



Electronic energy readings, ordered: -3140.43011, -944.34907, -1965.77681, -3510.58931, -3053.18577 Eh
Largest force on an atom readings, ordered: 0.5, 1.7, 0.8, 1.8, 1.7 eV/A